Entry 1:
# C8H18AlFeO

A molecular structure, C8H18AlFeO in a non-equilibrium geometry (ωB97M-V with the def2-TZVPD basis set, OMol25).

The geometry in XYZ format:
```
29
C8H18AlFeO | OMol25 | ωB97M-V with the def2-TZVPD basis set
C 3.355 -1.821 -0.143
C 4.011 -0.639 0.336
C 3.222 0.543 0.600
Al 1.970 0.971 -1.020
C -0.003 0.471 -0.614
C -0.387 1.217 0.695
C -1.616 0.631 1.437
C -2.855 0.399 0.545
O -2.707 -0.764 -0.270
C -3.957 -1.220 -0.779
H 3.456 -2.092 -1.202
H 2.774 -2.442 0.552
H 5.105 -0.579 0.476
H 2.664 0.493 1.556
H 3.939 1.388 0.651
H 1.966 2.560 -1.195
H 2.500 0.192 -2.322
H -0.590 0.925 -1.444
H -0.172 -0.652 -0.550
H 0.474 1.115 1.393
H -0.487 2.300 0.517
H -1.926 1.385 2.191
H -1.419 -0.302 1.993
H -3.164 1.305 -0.019
H -3.700 0.186 1.241
H -4.771 -1.142 -0.037
H -3.797 -2.261 -1.114
H -4.251 -0.624 -1.667
Fe 0.366 -1.542 -1.805
```

Output
- HOMO (spin up / spin down): -12.2 / -12.0 eV
- Multiplicity: 5
- ⟨S²⟩: 6.05
- Total charge: +1
- Total energy: -51605.2459 eV
- LUMO level (spin up / spin down): -5.24 / -5.51 eV

Entry 2:
# C8H18AlO2

A molecular structure, C8H18AlO2 (ωB97M-V with the def2-TZVPD basis set, OMol25).

The geometry in XYZ format:
```
29
C8H18AlO2 | OMol25 | ωB97M-V with the def2-TZVPD basis set
C -1.579 -2.091 -1.836
C -2.253 -0.789 -1.410
C -1.338 0.452 -1.336
C 0.023 0.353 -2.016
C 0.966 1.484 -1.563
C 2.010 1.015 -0.543
Al 1.237 0.115 1.078
O 2.308 0.022 2.522
C 1.433 -0.118 3.602
C 0.021 0.449 3.241
O 0.049 1.096 1.990
H -0.875 -2.425 -1.072
H -1.035 -1.983 -2.774
H -2.329 -2.876 -1.960
H -2.676 -0.955 -0.417
H -3.105 -0.601 -2.069
H -1.196 0.738 -0.291
H -1.869 1.290 -1.800
H -0.098 0.412 -3.102
H 0.498 -0.597 -1.771
H 1.434 1.940 -2.443
H 0.360 2.255 -1.076
H 2.715 0.336 -1.039
H 2.566 1.887 -0.181
H 0.638 -1.343 0.676
H 1.846 0.354 4.505
H 1.298 -1.182 3.867
H -0.354 1.148 3.999
H -0.694 -0.386 3.219
```

Output
- HOMO: -4.6 eV
- Multiplicity: 1
- Total charge: -1
- Total energy: -19283.0652 eV
- LUMO level: 3.65 eV